C3H11NO3 | ωB97M-V/def2-TZVPD

Values from the calculation:
Total charge: -1
Lowest unoccupied orbital energy (alpha / beta), hartree: 0.1446 / 0.1430
Total energy, hartree: -401.3326
F_max, eV/A: 1.140
2S+1: 2
Energy above the lowest of the compared OMol25 structures with the same formula, charge and spin, kJ/mol: 61.6

```
18
C3H11NO3 ωB97M-V/def2-TZVPD
C 0.38695 -1.18842 -1.26689
N 0.36458 -0.30669 -0.12176
C 0.45187 1.09619 -0.43358
C -0.46043 1.92178 0.44481
O -0.89115 1.49224 1.60211
H 0.73422 -2.17053 -0.93409
H -0.60426 -1.31644 -1.70351
H 1.09568 -0.76612 -1.99001
H -0.41845 -0.46603 0.50322
H 0.09741 1.31525 -1.44800
H 1.51651 1.42342 -0.47728
H -0.59126 2.96477 0.16595
H -3.36042 -0.23390 -0.08690
H -2.39272 0.67436 0.78143
O -2.52650 -0.21313 0.39809
H 2.96608 -1.35706 1.69046
H 1.55993 -1.16778 1.11184
O 2.07196 -1.70193 1.76413
```